The molecule C3H5NO2, computed with wB97M-V/def2-TZVPD.

Geometry as XYZ:
```
11
Properties=species:S:1:pos:R:3:lowdin_charge:R:1
O 2.72526 -0.33505 -0.08442 0.037
C 1.57489 0.03649 -0.23286 -0.697
N 0.59442 -0.54456 0.73989 0.072
C -0.71862 -0.41965 0.35451 -0.264
C -1.13813 0.85258 -0.11303 0.187
O 1.00588 0.79448 -1.06715 -0.045
H 0.88586 -1.44223 1.10067 0.133
H -0.79493 -0.49650 -0.83613 0.210
H -1.46682 -1.11830 0.73129 0.155
H -0.54431 1.74986 -0.02368 0.105
H -2.12351 0.92288 -0.56911 0.106
```

The maximum force comes out at 0.48 eV/Å. The value obtained for the HOMO energy is -9.29 eV. The calculation puts the energy above the lowest of the compared OMol25 structures with the same formula, charge and spin at 85.0 kcal/mol. The calculation puts the frontier orbital gap at 0.2940 Eh. The spin multiplicity is 1. For the lowest unoccupied orbital energy, the calculation gives -0.047 hartree.

A structure of composition C42H42MgN4O5PS, computed with wB97M-V/def2-TZVPD.

Geometry as XYZ:
```
96
Properties=species:S:1:pos:R:3:lowdin_charge:R:1
Mg 0.35646 -1.61576 -0.86835 0.499
O -0.18919 -2.08464 0.95500 -0.227
N 0.13603 -3.20879 1.54368 -0.200
C -0.73041 -3.65430 2.47923 -0.041
C -0.49135 -4.78734 3.20799 -0.092
C 0.68885 -5.49270 2.95033 -0.114
C 1.54979 -5.03968 1.98852 -0.115
C 1.30865 -3.86676 1.23006 -0.687
S 2.33978 -3.26744 0.01911 0.636
H -1.59844 -3.01995 2.57887 0.120
H -1.21062 -5.10486 3.94904 0.089
H 0.91902 -6.39725 3.50090 0.091
H 2.46344 -5.56971 1.75828 0.089
O -0.69928 -3.14968 -1.81345 -0.107
C -1.49050 -2.23821 -2.26841 -0.462
N -1.34066 -0.93920 -1.81097 0.082
C -2.23651 -0.10897 -2.45704 -0.469
O -2.34473 1.12345 -2.26199 -0.057
C -3.01419 -0.94352 -3.36593 -0.124
C -4.04713 -0.64802 -4.25262 -0.064
C -4.60390 -1.66365 -5.01022 -0.153
C -4.12526 -3.00163 -4.88664 -0.154
C -3.10410 -3.31002 -4.01372 -0.059
C -2.53731 -2.28644 -3.23891 -0.125
H -4.40089 0.37440 -4.34318 0.096
H -5.40807 -1.44538 -5.70511 0.064
H -4.57169 -3.78445 -5.49166 0.067
H -2.73803 -4.32744 -3.92470 0.097
C -1.57738 -0.80698 5.51014 -0.124
C -2.15868 0.39717 4.75903 -0.710
C -1.91585 1.64447 5.60876 -0.101
C -3.66498 0.17524 4.60225 -0.121
P -1.36585 0.31818 3.03929 1.173
C 0.35711 0.81202 3.44633 -0.355
C 0.80965 2.08197 3.80739 -0.114
C 2.14427 2.31061 4.10072 -0.099
C 3.06105 1.26913 4.03556 -0.106
C 2.63568 0.00503 3.66215 -0.079
C 1.29665 -0.21606 3.36492 -0.090
C -2.06617 1.67572 1.94689 -0.689
C -3.25614 1.03255 1.21152 -0.110
C -2.51942 2.99092 2.57465 -0.101
C -0.99234 1.95833 0.88165 -0.095
H -2.04676 -0.88106 6.49878 0.074
H -0.49887 -0.70889 5.65237 0.073
H -1.75727 -1.74037 4.97185 0.063
H -2.35128 1.49613 6.60608 0.075
H -2.37475 2.53421 5.17825 0.057
H -0.85102 1.83853 5.74022 0.064
H -4.11470 -0.00805 5.58591 0.075
H -3.87619 -0.68859 3.96687 0.076
H -4.16393 1.04115 4.16388 0.058
H 0.11695 2.91305 3.85007 0.086
H 2.47358 3.31048 4.35900 0.093
H 4.10897 1.45423 4.24031 0.091
H 3.34578 -0.80594 3.55770 0.102
H 0.97787 -1.19012 3.01606 0.084
H -4.06188 0.74721 1.89416 0.055
H -2.93982 0.15063 0.65204 0.077
H -3.65429 1.74124 0.47954 0.084
H -3.37328 2.85621 3.24343 0.056
H -2.83829 3.66381 1.77079 0.081
H -1.72846 3.49705 3.13014 0.057
H -0.64648 1.03720 0.40878 0.067
H -0.12506 2.47783 1.28971 0.064
H -1.43914 2.55298 0.07913 0.085
O 2.35658 1.75332 0.79022 0.054
C 2.20120 1.31049 -0.32869 -0.524
N 2.56911 2.01209 -1.47920 0.148
C 2.51581 1.16616 -2.64775 -0.282
C 1.87358 -0.07853 -2.01037 -0.483
O 1.55174 -1.09773 -2.63043 0.027
N 1.67367 0.08067 -0.69407 0.153
C 3.92063 0.88149 -3.16652 -0.136
C 4.62046 -0.25484 -2.77097 0.006
C 5.93469 -0.44737 -3.17909 -0.080
C 6.56405 0.48867 -3.98460 -0.115
C 5.87120 1.62398 -4.38560 -0.098
C 4.55707 1.81297 -3.98014 -0.041
C 1.54133 1.63730 -3.72200 -0.146
C 1.59375 1.08181 -4.99919 -0.034
C 0.61762 1.38372 -5.93421 -0.086
C -0.43572 2.22626 -5.59542 -0.097
C -0.50372 2.75856 -4.31894 -0.082
C 0.48583 2.47160 -3.38751 -0.015
H 3.24562 2.75058 -1.39059 0.143
H 4.13484 -0.99926 -2.15150 0.120
H 6.46260 -1.34027 -2.86661 0.099
H 7.58792 0.33343 -4.30433 0.089
H 6.35087 2.35881 -5.02127 0.091
H 4.00633 2.68625 -4.31105 0.118
H 2.38138 0.38072 -5.24608 0.118
H 0.65533 0.92688 -6.91588 0.093
H -1.22444 2.42549 -6.31051 0.092
H -1.35768 3.35060 -4.01921 0.100
H 0.39936 2.83688 -2.37290 0.113
```

The maximum force comes out at 0.70 eV/Å. The value obtained for the HOMO energy (alpha / beta) is 0.86 / -2.31 eV. The calculation puts the energy above the lowest of the compared OMol25 structures with the same formula, charge and spin at 0.0 kcal/mol. Its net charge is -2. The calculation puts the frontier orbital gap (alpha / beta) at 0.1222 / 0.2387 Eh. The spin multiplicity is 2. For the lowest unoccupied orbital energy (alpha / beta), the calculation gives 0.154 / 0.154 hartree.

A structure of composition C12H36CaFO6, computed with wB97M-V/def2-TZVPD.

Geometry as XYZ:
```
56
Properties=species:S:1:pos:R:3:lowdin_charge:R:1
Ca 1.13078 -2.34852 2.33872 1.728
F -0.17429 0.31160 0.26959 -0.759
C -0.77320 6.30670 3.67882 -0.075
C -0.26133 5.66024 2.34778 -0.276
O -1.35290 4.80638 1.94725 -0.116
H -1.76560 6.69787 3.45467 0.071
H -0.16609 7.14036 4.03169 0.063
H -0.87126 5.59390 4.49759 0.060
H 0.54505 4.92794 2.38775 0.098
H 0.01754 6.35013 1.55130 0.102
H -1.06876 3.93313 1.66742 0.071
C 2.80979 4.70239 -4.24444 -0.090
C 1.78650 3.90516 -3.43970 -0.338
O 2.45076 3.48502 -2.27888 -0.082
H 3.39326 5.38731 -3.62918 0.075
H 2.34511 5.14527 -5.12536 0.072
H 3.55557 4.04855 -4.69657 0.067
H 1.40991 3.09842 -4.06854 0.108
H 0.92591 4.49836 -3.13051 0.107
H 1.88716 2.83603 -1.85138 0.079
C -5.40410 -1.71368 -3.08516 -0.111
C -4.83917 -0.38424 -2.73008 -0.329
O -3.49407 -0.42349 -3.20052 -0.082
H -6.46795 -1.72872 -2.84830 0.073
H -4.94142 -2.52187 -2.51873 0.068
H -5.29247 -1.92084 -4.14946 0.080
H -4.98251 -0.06311 -1.69838 0.115
H -5.35287 0.35775 -3.34135 0.108
H -2.90762 -0.37464 -2.44204 0.077
C 4.59024 -3.65865 -2.98590 -0.087
C 4.27713 -2.48997 -2.06735 -0.309
O 4.20037 -3.05273 -0.76591 -0.128
H 5.48214 -4.22818 -2.72465 0.077
H 4.67847 -3.32846 -4.02093 0.080
H 3.74535 -4.34587 -2.94128 0.074
H 3.34777 -1.97306 -2.30653 0.118
H 5.09282 -1.76705 -2.05553 0.112
H 5.10577 -3.30897 -0.57564 0.076
C -0.12438 -7.20467 -1.23529 -0.088
C -1.12087 -6.27594 -0.58210 -0.350
O -0.64740 -4.98263 -0.75183 -0.104
H 0.87425 -7.16738 -0.80005 0.076
H -0.13445 -7.13803 -2.32321 0.082
H -0.50480 -8.20369 -1.02237 0.076
H -1.15029 -6.42957 0.49661 0.107
H -2.10939 -6.37330 -1.03094 0.121
H -0.88810 -4.77269 -1.65714 0.092
C -1.37450 1.21993 7.22548 -0.091
C -0.53460 1.12583 5.95933 -0.315
O 0.25399 -0.06207 5.96654 -0.123
H -0.82566 1.34904 8.15832 0.077
H -1.94187 0.28998 7.26271 0.078
H -2.00664 2.10450 7.14780 0.083
H 0.14935 1.97433 5.97824 0.110
H -1.24122 1.15372 5.12986 0.116
H 0.66485 -0.16804 6.82768 0.078
```

The maximum force comes out at 2.23 eV/Å. The value obtained for the HOMO energy is -11.33 eV. The calculation puts the energy above the lowest of the compared OMol25 structures with the same formula, charge and spin at 233.9 kcal/mol. Its net charge is +1. The calculation puts the frontier orbital gap at 0.1529 Eh. The spin multiplicity is 1. For the lowest unoccupied orbital energy, the calculation gives -0.264 hartree.

A cluster of 15 separate species, C27H42Cl36N6O6 in total, computed with wB97M-V/def2-TZVPD.

Geometry as XYZ:
```
117
Properties=species:S:1:pos:R:3:lowdin_charge:R:1
C 8.70822 14.75113 17.40713 -2.067
Cl 8.41725 15.32498 15.78189 0.555
Cl 9.24639 16.08125 18.41820 0.550
Cl 7.23324 14.01823 18.04986 0.539
Cl 9.90789 13.48137 17.35331 0.530
C 16.24474 20.26196 15.99835 -2.042
Cl 17.23577 20.42289 14.59209 0.580
Cl 15.43166 21.84498 16.26152 0.489
Cl 15.03749 19.02197 15.74215 0.506
Cl 17.22929 19.89332 17.44194 0.527
C 13.32842 12.89063 19.22110 -2.002
Cl 11.70738 12.76446 19.94114 0.498
Cl 14.46631 11.96196 20.22397 0.556
Cl 13.23868 12.18210 17.63190 0.595
Cl 13.85109 14.58810 19.12536 0.521
C 16.25581 16.40228 8.68637 -2.017
Cl 15.19700 15.60220 7.48100 0.525
Cl 15.50901 17.86856 9.32562 0.519
Cl 16.53820 15.24534 9.94820 0.518
Cl 17.81690 16.80320 7.90945 0.509
C 12.54332 17.87284 12.28666 -2.026
Cl 11.90591 18.85539 13.65109 0.505
Cl 12.68924 18.90303 10.83261 0.514
Cl 14.13372 17.38781 12.74939 0.584
Cl 11.44404 16.56631 12.00119 0.611
C 17.50247 11.28055 7.94938 -2.078
Cl 15.81267 11.78677 8.27387 0.487
Cl 17.55062 9.57698 7.68244 0.570
Cl 18.11017 12.14742 6.57306 0.560
Cl 18.43392 11.71984 9.38995 0.463
C 15.69447 9.02977 12.52680 -2.025
Cl 16.72956 10.38677 12.14590 0.544
Cl 16.61000 7.60972 12.94544 0.570
Cl 14.60569 9.42855 13.89413 0.536
Cl 14.62345 8.63915 11.14849 0.509
C 12.61568 19.34974 19.18570 -2.022
Cl 14.19870 19.39647 19.92790 0.544
Cl 11.30955 19.45633 20.44812 0.491
Cl 12.36111 20.51858 17.94766 0.562
Cl 12.51723 17.69716 18.47269 0.443
C 20.39610 14.11700 11.74660 -2.009
Cl 18.87198 13.33545 12.24990 0.508
Cl 20.10119 15.36614 10.55054 0.540
Cl 21.14272 14.84156 13.14489 0.603
Cl 21.46279 12.85403 11.05882 0.524
C 18.16729 16.79098 13.82748 -0.023
C 18.51499 16.51204 15.23934 -0.615
O 19.59941 16.88114 15.73790 -0.017
N 17.60002 16.04938 16.02466 0.028
C 17.72492 15.81511 17.48158 -0.027
H 17.72875 15.89353 13.38976 0.050
H 19.03087 17.15152 13.23417 0.084
H 17.38188 17.55058 13.78228 0.047
H 16.74971 15.72623 15.59680 0.075
H 18.51857 15.08065 17.64788 0.083
H 16.76917 15.39506 17.76603 0.061
H 17.93955 16.75063 18.00619 0.071
C 16.92067 8.62514 16.63330 -0.018
C 16.39735 10.01709 16.89150 -0.571
O 15.44802 10.26133 17.62718 -0.050
N 17.11225 10.96567 16.25145 0.022
C 16.62311 12.30475 16.10325 -0.063
H 17.59159 8.45860 15.79900 0.052
H 16.12696 7.89039 16.62354 0.076
H 17.52168 8.36490 17.50951 0.086
H 17.77437 10.70296 15.54373 0.069
H 16.09194 12.62906 16.97952 0.061
H 15.92970 12.36512 15.26305 0.065
H 17.47938 12.90772 15.81876 0.068
C 8.76882 13.45573 12.58335 0.000
C 10.11028 12.88887 12.89216 -0.538
O 11.02282 13.02615 12.06336 -0.016
N 10.23213 12.24495 14.07024 0.020
C 11.43943 11.58973 14.51605 -0.078
H 8.72292 14.54288 12.63486 0.077
H 7.97176 13.04618 13.24239 0.095
H 8.56940 13.26631 11.54846 0.049
H 9.45478 12.27966 14.72369 0.110
H 11.26145 10.56644 14.86712 0.095
H 11.81879 12.10869 15.42200 0.014
H 12.12628 11.65573 13.69272 0.066
C 9.13990 12.40393 9.01733 -0.009
C 10.02777 13.34742 8.27446 -0.552
O 10.01465 13.49397 7.07134 0.045
N 10.93870 14.00099 9.06714 0.003
C 11.82152 15.09959 8.68179 -0.078
H 8.85162 11.60232 8.37971 0.073
H 8.21822 12.85839 9.40524 0.085
H 9.63327 11.93133 9.85714 0.068
H 10.96638 13.69094 10.05203 0.089
H 11.68228 15.20889 7.62295 0.076
H 12.84589 14.80975 8.98294 0.059
H 11.56880 15.98483 9.24461 0.030
C 14.57174 13.66945 12.85754 0.019
C 14.25853 14.41074 14.17336 -0.575
O 15.15837 14.90719 14.82495 0.000
N 12.97129 14.60804 14.46391 0.026
C 12.49129 15.41995 15.54013 -0.106
H 13.74469 13.70242 12.14074 0.076
H 14.89442 12.63912 13.04942 0.047
H 15.42563 14.23912 12.52762 0.038
H 12.27894 14.28793 13.80133 0.086
H 13.19195 16.28209 15.67386 0.072
H 12.29589 14.88532 16.47833 0.027
H 11.58290 15.94554 15.27170 0.057
C 21.25481 9.76316 13.16149 0.001
C 20.43010 10.65149 14.07646 -0.594
O 19.25956 10.45973 14.26630 -0.003
N 21.09518 11.66479 14.66267 0.024
C 20.31968 12.38488 15.69727 -0.080
H 22.22644 10.16155 12.97939 0.054
H 20.73641 9.68468 12.17790 0.092
H 21.31021 8.73705 13.52658 0.086
H 22.10190 11.82574 14.65881 0.142
H 19.77871 11.85751 16.47486 0.082
H 19.69504 13.13788 15.19898 0.042
H 21.10994 12.99646 16.16940 0.092
```

The maximum force comes out at 4.38 eV/Å. The value obtained for the HOMO energy is -9.01 eV. The calculation puts the frontier orbital gap at 0.3305 Eh. The spin multiplicity is 1. For the lowest unoccupied orbital energy, the calculation gives 0.000 hartree.

- spin multiplicity of number 2 (C42H42MgN4O5PS)?
  2

- Among the records above, which one has the highest spin multiplicity?
  C42H42MgN4O5PS